# 1
13
Properties=species:S:1:pos:R:3:forces:R:3:mulliken_charge:R:1 method="wB97M-V/def2-TZVPD" smiles=Cc1cc(O)n[nH]1 total_charge=0 gap_ev=9.6079 de_lowest_kcal_mol=41.7 homo_energy_ev=-8.68
C 0.568415 0.460591 -1.759606 0.02 -0.04 -0.33 -1.127
C -0.347607 -0.064121 -0.690199 0.43 0.11 0.32 0.349
C -0.630559 0.764559 0.366216 0.05 0.07 0.11 -0.471
C -0.480587 -0.058044 1.486711 -0.10 -0.06 0.00 0.494
O -0.296012 0.412376 2.736524 -0.29 -0.22 0.38 -0.505
N -0.338549 -1.335849 1.178724 -0.17 0.31 0.13 -0.879
N -0.248131 -1.321143 -0.173644 0.14 0.01 -0.21 0.229
H 1.040997 -0.328859 -2.340303 -0.21 0.02 -0.22 0.344
H 1.363592 0.947775 -1.176699 -0.02 -0.13 -0.48 0.299
H 0.130011 1.226174 -2.400233 -0.09 -0.22 -0.07 0.294
H -0.683455 1.839622 0.301968 0.17 -0.06 0.23 0.375
H 0.207290 -0.261337 3.210132 -0.18 -0.02 0.14 0.362
H -0.285030 -2.204501 -0.657990 0.27 0.23 -0.02 0.235

=====

# 2
11
Properties=species:S:1:pos:R:3:forces:R:3:mulliken_charge:R:1 method="wB97M-V/def2-TZVPD" total_charge=0 gap_ev="8.5364 / 7.3943" de_lowest_kcal_mol=99.3 homo_energy_ev="-9.21 / -7.42"
C -0.959062 0.708147 -0.062481 0.42 2.64 0.23 -0.420
C 0.464409 0.577289 -0.088661 0.10 1.08 0.35 -0.023
C -1.918290 -0.356838 -0.108621 -1.56 -0.42 0.42 0.138
C 1.145806 -0.618866 -0.198932 -1.35 -2.48 0.31 -0.119
N -1.598363 -1.538343 0.103967 0.06 -1.27 -0.16 -0.527
O 2.485969 -0.644955 0.004776 0.59 0.58 -0.11 -0.496
H -1.426553 1.728861 0.175030 1.04 -1.52 -0.63 0.242
H 1.114001 1.521782 0.075221 -1.28 -1.68 -0.27 0.232
H -3.074074 -0.237758 -0.177377 1.73 0.51 -0.10 0.311
H 0.541847 -1.634572 -0.381557 1.64 2.35 0.45 0.303
H 2.985909 -1.428908 0.309987 -1.40 0.21 -0.49 0.359

=====

# 3
109
Properties=species:S:1:pos:R:3:forces:R:3:mulliken_charge:R:1 method="wB97M-V/def2-TZVPD" total_charge=+1 gap_ev=8.0602 homo_energy_ev=-10.31
C 4.553270 0.632121 1.101885 1.55 0.60 -1.25 -1.112
C 4.281283 0.317860 2.553181 -0.94 0.54 1.11 -0.299
C 2.880633 0.810565 2.950726 -0.93 1.00 -0.71 -1.134
N 2.423427 0.714190 4.400941 1.23 -0.86 -1.42 0.711
C 3.355251 1.543857 5.247501 -1.20 -1.08 0.47 -1.108
C 0.974545 1.104172 4.501833 -0.53 0.30 0.66 -0.533
C 0.194822 -0.098932 5.022139 0.98 -0.27 0.82 -0.083
C 1.284759 -1.097568 5.551297 -0.87 1.20 -0.13 -0.899
C 2.511642 -0.781992 4.727957 -0.61 -0.52 0.50 -0.450
H 5.437610 0.118349 0.709598 -0.25 -0.63 0.33 0.484
H 4.940650 1.644633 0.927093 -0.60 0.30 0.51 0.469
H 3.789277 0.482012 0.340886 -0.45 -0.37 0.52 -0.157
H 4.940465 0.898950 3.201299 0.50 -0.18 -0.30 0.339
H 4.422418 -0.729640 2.812512 -0.09 -0.09 -0.25 0.339
H 2.062410 0.380902 2.376055 0.18 -0.60 -0.13 0.432
H 2.775121 1.878059 2.727041 0.38 0.07 -0.04 0.512
H 4.298502 1.014816 5.203486 0.33 0.54 0.11 0.462
H 2.942324 1.496047 6.255011 0.27 0.05 0.11 0.453
H 3.352524 2.578691 4.923977 0.20 -0.06 -0.27 0.272
H 0.880712 1.870109 5.271292 0.37 0.23 -0.18 0.217
H 0.595016 1.526506 3.573790 0.25 -0.19 -0.15 0.211
H -0.350954 0.262621 5.890034 -0.64 -0.31 -0.27 0.423
H -0.425483 -0.611174 4.293469 -0.12 0.29 -0.11 -0.005
H 1.557067 -0.903050 6.589446 -0.51 -0.20 0.14 0.357
H 0.818550 -2.067349 5.414961 0.74 -0.40 0.17 0.424
H 3.404798 -0.983238 5.313476 0.25 0.08 -0.37 0.331
H 2.481283 -1.363066 3.807799 0.25 0.30 -0.15 0.265
C -2.016636 3.832303 -0.157032 0.60 0.48 -0.07 -1.682
C -1.458222 3.200310 -1.423525 -0.21 -0.46 -0.63 0.003
C -0.341056 2.210247 -1.101310 0.05 -0.28 -0.50 0.256
N 0.719496 2.093970 -2.201584 -0.60 0.09 1.25 0.684
C 0.103744 1.456725 -3.423084 0.83 0.30 0.77 -0.872
C 1.855972 1.251062 -1.600622 -0.41 0.76 -1.53 -0.100
C 3.080715 1.673208 -2.419515 0.28 0.20 0.16 -0.179
C 2.750443 3.050476 -3.018121 -0.40 0.57 0.37 -0.884
C 1.341590 3.407610 -2.531927 0.12 0.00 -0.42 -0.802
H -2.847585 4.491337 -0.401002 -0.21 -0.20 0.13 0.444
H -1.270095 4.465844 0.333955 0.07 -0.05 -0.03 0.472
H -2.291104 3.062313 0.564435 -0.30 0.03 -0.07 0.189
H -1.083570 3.892567 -2.183176 0.05 0.55 0.53 0.532
H -2.285622 2.753095 -1.980184 0.23 -0.45 0.21 -0.146
H -0.629482 1.170981 -0.936529 -0.45 0.14 0.09 -0.253
H 0.186695 2.496764 -0.191624 0.10 0.25 -0.10 0.255
H 0.916240 1.177866 -4.090594 -0.08 0.02 -0.14 0.477
H -0.533057 2.218471 -3.857768 -0.32 -0.34 -0.18 0.407
H -0.420291 0.572446 -3.075202 -0.21 0.01 -0.24 0.175
H 1.486313 0.230790 -1.658073 0.51 -0.18 0.26 -0.255
H 1.981269 1.601394 -0.581589 -0.21 -0.26 0.11 0.137
H 3.372390 1.015296 -3.233801 -0.06 -0.38 0.29 0.304
H 3.916442 1.790825 -1.731429 0.16 -0.34 -0.16 0.244
H 2.793272 3.015743 -4.103991 0.02 0.13 0.00 0.335
H 3.401205 3.844797 -2.655393 0.29 -0.16 -0.27 0.349
H 0.762556 3.944879 -3.280321 -0.08 -0.23 -0.07 0.513
H 1.312351 4.042480 -1.646454 0.25 -0.25 0.19 0.474
P 0.321564 -1.883262 0.434911 -1.46 -1.74 -0.29 1.437
F -1.060914 -1.466648 -0.309444 -0.28 0.48 0.25 -0.343
F 0.611965 -0.277198 0.558680 1.10 -0.04 -0.27 -0.311
F -0.310321 -1.767336 1.943748 0.15 0.22 -0.16 -0.448
F 1.749867 -2.320540 1.014021 0.14 0.53 0.83 -0.350
F -0.228167 -3.406401 0.409065 0.71 0.15 -0.01 -0.428
F 1.001725 -2.064407 -1.031801 -0.14 0.87 -0.03 -0.353
C -3.684837 -1.176235 2.149643 -0.92 0.67 -1.85 -0.684
O -3.604332 -0.400174 3.334439 -0.27 -0.83 1.01 -0.361
C -3.191107 0.842984 3.234326 0.47 -0.48 -0.85 0.827
O -2.734127 1.335225 2.229348 -0.04 0.46 0.03 -0.495
O -3.319643 1.415559 4.419538 0.05 0.00 0.79 -0.376
C -3.112169 2.814919 4.517967 -0.32 0.66 -0.44 -0.640
H -4.191366 -2.130070 2.264117 0.51 -0.13 0.98 0.400
H -2.745371 -1.254756 1.611152 0.21 -0.16 0.33 0.118
H -4.389810 -0.666102 1.480800 0.23 0.19 -0.10 0.338
H -3.967216 3.235004 5.043847 -0.06 -0.07 -0.05 0.276
H -3.053833 3.235973 3.514316 0.05 0.11 0.11 0.252
H -2.225049 3.096036 5.085085 0.19 -0.46 -0.04 0.236
C -5.112248 1.520584 -5.698619 0.54 0.01 -0.13 -0.669
O -5.128149 0.701040 -4.521189 -0.43 0.26 -0.54 -0.350
C -4.178690 0.936673 -3.654881 0.27 -0.99 1.44 0.799
O -3.217364 1.654436 -3.750647 0.33 0.70 -0.69 -0.571
O -4.404459 0.181174 -2.574329 -0.54 0.10 -0.61 -0.380
C -3.380440 0.182934 -1.575864 -1.15 -0.04 0.12 -0.104
H -5.960323 1.203238 -6.293408 -0.10 0.15 0.08 0.250
H -4.190193 1.359613 -6.259895 -0.05 -0.12 0.04 0.293
H -5.135892 2.574120 -5.424078 -0.29 -0.03 -0.03 0.302
H -3.765868 -0.561243 -0.885203 0.57 -0.17 0.01 -0.112
H -3.421432 1.127637 -1.027054 0.58 0.03 -0.27 0.139
H -2.449149 -0.088557 -2.067500 0.19 0.12 0.58 0.352
C 5.491741 -3.352801 -2.264715 -0.27 0.57 -0.50 -0.698
C 4.338640 -2.608447 -2.049856 -0.46 0.24 0.73 -0.171
C 3.624572 -2.026125 -3.102369 1.02 -0.58 -1.03 -0.307
C 4.155837 -2.165429 -4.398197 -0.50 0.42 0.23 -0.613
C 5.318436 -2.869825 -4.619507 0.08 -0.56 -0.12 -0.457
C 5.908575 -3.532151 -3.566833 1.12 -0.39 0.16 -0.295
H 6.124285 -3.692198 -1.456627 -0.37 -0.35 0.16 0.371
H 4.010133 -2.545792 -1.017178 -0.30 0.30 -0.12 0.458
H 2.694063 -1.481331 -3.048569 -0.10 -0.14 0.67 0.625
H 3.627690 -1.751493 -5.250025 0.01 0.18 0.08 0.348
H 5.793634 -2.975216 -5.586672 -0.39 0.08 -0.18 0.372
H 6.748877 -4.194963 -3.753631 0.10 0.26 -0.04 0.337
C -5.340463 -5.578009 -1.019106 0.53 -0.25 0.58 -0.547
C -5.586411 -4.489115 -1.837439 -0.67 -0.06 -0.79 -0.265
C -4.832853 -3.327275 -1.766842 0.54 -0.69 1.28 -0.732
C -3.811073 -3.301427 -0.801924 0.18 0.37 -0.91 0.532
C -3.505657 -4.390822 -0.000496 -1.07 -0.15 0.25 -0.353
C -4.342984 -5.515343 -0.056872 1.02 0.37 -0.38 -0.521
H -5.836353 -6.530766 -1.151675 -0.40 0.21 -0.05 0.355
H -6.382493 -4.607094 -2.565793 0.09 0.22 -0.09 0.353
H -4.957638 -2.462048 -2.400369 -0.31 -0.07 -0.14 0.446
H -3.189442 -2.419108 -0.813407 0.29 -0.15 0.35 -0.058
H -2.681264 -4.371889 0.698312 0.10 0.14 -0.07 0.427
H -4.078446 -6.367762 0.555421 -0.25 -0.09 0.01 0.359

=====

It is found that the max |F| values, taken in the order of the records, are 0.6, 2.9, 2.3 eV/Å.